Entry from the Open Molecules 2025 dataset: an isolated molecule of CH6N4 (ωB97M-V with the def2-TZVPD basis set).

Values from the calculation:
* DFT total energy: -260.4632 hartree
* E_HOMO (spin up / spin down): -7.748 / -7.660 eV
* Kohn-Sham gap (spin up / spin down): 8.30 / 8.31 eV
* ΔE to the lowest compared entry with this formula, charge and spin: 149.74 kcal/mol

CARTESIAN COORDINATES (ANGSTROEM)
H (0.06, 2.03, 0.01)
H (-1.31, 0.81, 0.50)
C (-0.54, 1.16, -0.18)
H (-0.84, 1.27, -1.35)
H (-1.24, -0.80, 0.44)
N (-0.21, -1.12, 0.15)
N (-0.24, -2.44, 0.46)
N (1.68, 0.59, 0.08)
N (0.43, 0.07, 0.02)
H (0.61, -2.91, 0.49)
H (1.63, 1.34, -0.60)

=====

Entry from the Open Molecules 2025 dataset: an isolated molecule of C5H7NS2 (ωB97M-V with the def2-TZVPD basis set).

Values from the calculation:
* DFT total energy: -1045.7198 hartree
* E_HOMO: -8.474 eV
* Kohn-Sham gap: 8.70 eV
* SMILES: CC1=CC=NSCS1
* ΔE to the lowest compared entry with this formula, charge and spin: 77.99 kcal/mol

CARTESIAN COORDINATES (ANGSTROEM)
S (0.29, -1.63, -0.63)
S (-2.81, -0.77, -0.10)
C (0.14, 1.26, -0.05)
H (2.34, -0.57, 0.89)
H (0.89, 1.92, 0.22)
C (2.24, -0.01, 0.01)
H (-1.07, -1.36, 1.30)
N (-2.41, 0.89, -0.53)
C (-1.30, 1.56, -0.42)
C (-1.20, -1.72, 0.25)
H (2.74, -0.74, -0.87)
C (0.74, 0.12, -0.17)
H (-1.61, -2.64, 0.15)
H (2.67, 0.99, 0.15)
H (-1.67, 2.69, -0.22)

=====

Entry from the Open Molecules 2025 dataset: a cluster of 13 separate species, C5H39N3O12 in total (ωB97M-V with the def2-TZVPD basis set).

Values from the calculation:
* DFT total energy: -1281.0782 hartree
* E_HOMO: -8.647 eV
* Kohn-Sham gap: 8.89 eV
* ΔE to the lowest compared entry with this formula, charge and spin: 10.55 kcal/mol

CARTESIAN COORDINATES (ANGSTROEM)
H (-1.76, -1.25, -1.53)
H (1.18, -0.12, -0.01)
N (-2.01, -0.45, -0.92)
H (1.19, -2.86, 0.51)
O (-1.47, -2.79, 2.00)
H (0.89, -0.96, 2.27)
H (3.15, 1.43, -0.15)
H (-1.81, 2.46, -3.48)
H (2.46, 0.77, 1.45)
O (0.42, -3.31, 0.16)
H (-0.17, -1.00, -3.20)
N (1.89, 0.97, 2.26)
H (0.07, -3.11, -2.84)
C (1.52, -0.30, 2.89)
O (3.53, 1.27, -1.01)
H (-1.05, 1.15, -3.28)
H (-1.89, -0.58, 4.33)
O (2.68, -1.93, 0.47)
H (1.66, -1.55, -2.14)
O (-0.22, -0.23, -3.87)
O (0.14, -2.32, -2.23)
H (0.66, 0.12, -3.85)
O (2.47, -1.00, -2.05)
H (-3.40, 1.05, 1.76)
H (-0.72, -1.33, 0.57)
H (0.12, -2.59, -1.28)
O (-1.48, -0.52, 3.46)
H (-1.40, -1.96, 2.60)
C (0.69, 1.78, 1.89)
H (3.43, -2.58, 0.47)
H (-0.66, 3.64, 0.20)
O (1.75, 1.41, -3.03)
O (-1.41, 1.91, -2.80)
H (-1.94, 0.19, 3.06)
H (-1.46, 0.32, 1.00)
H (-2.04, 0.38, -1.51)
H (-2.14, 2.06, 1.71)
H (2.46, -0.81, 3.12)
N (-0.84, 2.61, 0.15)
H (-3.66, -0.22, 0.12)
H (0.96, 1.86, -2.68)
H (0.88, 2.82, 2.22)
H (-2.37, -2.72, 1.53)
H (-0.14, 1.42, 2.44)
H (-1.20, 2.40, -0.74)
H (-4.71, 0.82, 0.01)
O (-2.75, 1.55, 2.33)
H (-0.22, -3.14, 0.91)
C (0.29, 0.45, -0.28)
H (2.49, 1.68, -2.45)
H (0.27, 0.53, -1.40)
C (0.43, 1.84, 0.36)
C (-1.01, -0.28, 0.15)
O (-4.35, 0.19, 0.67)
H (2.24, -0.18, -2.52)
H (2.71, -1.58, -0.41)
H (0.98, -0.09, 3.89)
H (1.25, 2.35, -0.15)
H (3.43, 0.32, -1.15)